No. 1
Computed, not measured: a molecular structure, C14H20BrN2O2PS2, with the ωB97M-V functional and the def2-TZVPD basis.

E: -122915.00380 eV
E_LUMO: 0.1396 Eh
M: 423.34 g/mol
HOMO-LUMO gap: 2.391 eV
Total charge: -2

Each line ends with the natural charge from an NBO analysis.
Positions of all 42 atoms, in Å:
H  -1.20310  -1.28763  -0.83977  0.20
C  0.79609  2.75559  0.22435  0.03
H  -0.18193  -0.71431  -3.01636  0.20
C  -0.18697  -0.93073  3.74001  -0.03
H  4.01286  0.04381  0.43370  0.00
C  -0.42071  1.24306  -1.35055  -0.09
N  0.66809  3.85574  0.96400  -0.67
H  -0.58680  -3.10103  3.60259  0.09
H  2.59738  -1.20094  -3.60914  0.22
C  -2.15938  -1.02977  -0.38242  -0.41
H  4.24922  0.25484  -1.74081  -0.06
H  -1.64265  0.30888  -2.87076  0.19
H  -1.22016  -0.69304  3.42392  0.11
S  3.18461  -2.21319  -0.87866  -0.66
C  1.92750  1.93464  0.06964  -0.11
Br  3.47195  2.54770  1.01732  0.02
H  -2.13517  -0.00241  1.55769  0.20
C  -2.68874  0.29775  -0.95502  -0.39
H  0.65054  -2.67248  4.81254  0.09
H  -2.62276  -1.72160  1.63353  0.20
N  -1.41992  3.19713  -0.25511  -0.71
H  2.34205  0.54421  -3.50814  0.20
C  1.84062  -0.41704  -3.63727  -0.62
C  -0.40077  2.37565  -0.48332  0.21
H  -0.94675  -1.28055  1.41935  0.27
H  0.01990  -0.27159  4.61373  0.10
C  -1.75731  0.94534  -1.99770  -0.42
H  -2.84214  -1.83786  -0.66391  0.18
C  -0.39334  -2.44877  4.48768  0.00
C  1.91185  0.80184  -0.75363  -0.40
C  0.78165  -0.62428  -2.52918  -0.46
C  0.74112  0.49944  -1.52019  0.01
H  0.95431  -1.56577  -2.01183  0.26
H  -3.70097  0.19002  -1.35679  0.18
P  3.37090  -0.25928  -0.76228  0.89
C  -1.96488  -0.99735  1.15020  -0.64
O  -1.30981  -2.43490  5.42114  -0.81
O  0.72309  -0.95068  2.80041  -0.72
H  -2.20509  1.90516  -2.26788  0.21
H  -2.74815  1.00729  -0.12959  0.22
S  -0.88560  4.35109  0.77490  0.73
H  1.37935  -0.40399  -4.62641  0.19

Cartesian forces (eV/Å) of the 3 atoms listed first:
0.004 0.101 -0.092
-0.091 -0.320 -0.103
-0.073 -0.022 0.115



No. 2
Computed, not measured: a molecular structure, C14H20BrNO3 at a distorted geometry, with the ωB97M-V functional and the def2-TZVPD basis.

E: -92503.58375 eV
E_LUMO: 0.0231 Eh
M: 330.22 g/mol
Relative energy (zero: lowest compared OMol25 entry of this formula, charge and spin): 289.9 kcal per mole
HOMO-LUMO gap: 9.169 eV

Each line ends with the natural charge from an NBO analysis.
Positions of all 39 atoms, in Å:
O  -2.54491  -1.14460  -0.49159  -0.51
C  -7.12389  1.57649  0.96918  -0.08
H  -5.58939  0.03290  -1.67942  0.14
H  -8.12490  1.74764  1.04012  0.21
H  -4.04156  0.54862  -0.83371  0.20
N  -5.21844  0.00264  0.71336  -0.47
C  -6.48193  0.20149  0.93531  -0.19
C  1.63881  -0.91740  -0.76266  0.28
H  -0.32446  -1.85897  0.64002  0.15
C  2.40863  -1.35446  0.38892  -0.31
C  2.12145  0.21791  -1.29697  -0.26
H  -7.18249  -0.46106  0.30989  0.15
H  -5.45358  2.31524  -1.88838  0.14
H  -2.71901  -2.04758  1.51187  0.15
H  -2.09258  -3.43344  -0.60254  0.15
H  3.85532  1.58707  -1.76525  0.19
H  1.95167  -2.11268  1.26971  0.23
O  0.39959  -1.15522  -0.98431  -0.47
C  3.35716  0.63194  -0.90367  -0.15
Br  5.97734  0.78847  0.43215  0.11
C  -5.69774  2.03397  -0.69156  -0.06
H  -4.97147  2.41883  -0.20756  0.16
C  -3.06294  -1.19742  0.67500  -0.06
H  -6.65928  -0.26175  2.11058  0.15
H  4.18320  -1.27572  1.50863  0.22
C  -1.80681  -2.19534  -0.93600  -0.03
O  -6.98153  1.99638  -0.55459  -0.51
H  -4.96394  -2.01671  -0.01451  0.20
H  -4.85208  -1.54152  1.86670  0.21
H  0.29264  -2.87743  -0.31896  0.14
C  4.32181  0.15814  -0.04807  -0.20
C  -5.03963  0.63086  -0.68367  -0.24
H  -1.66188  -2.36571  -1.91993  0.20
C  -0.35001  -1.93020  -0.23398  -0.03
C  -4.54966  -1.40807  0.90158  -0.23
H  1.53808  0.77141  -2.23411  0.24
H  -2.75117  -0.36671  1.23691  0.19
C  3.78944  -0.77541  0.66957  -0.19
H  -6.61985  2.13940  1.66108  0.18

Cartesian forces (eV/Å) of the 3 atoms listed first:
-0.083 -0.081 -5.529
1.942 -1.561 -4.717
1.200 0.773 3.025



No. 3
Computed, not measured: a single C14H20ClNO4S molecule, with the ωB97M-V functional and the def2-TZVPD basis.

E: -47879.78157 eV
E_LUMO: 0.0235 Eh
M: 333.84 g/mol
Relative energy (zero: lowest compared OMol25 entry of this formula, charge and spin): 0.0 kcal per mole
SMILES: CCOc1cc(C)c(Cl)cc1S(=O)(=O)NC[C@H]1CCCO1
HOMO-LUMO gap: 9.410 eV

Each line ends with the natural charge from an NBO analysis.
Positions of all 41 atoms, in Å:
Cl  5.66663  -1.86167  -0.07659  0.01
N  -0.55455  -1.28508  -0.81006  -0.86
H  -5.32502  -0.62023  1.04034  0.22
H  -4.07053  -1.80133  1.42206  0.21
H  6.05003  0.76495  -1.26299  0.23
C  -2.96863  -0.95815  -1.20271  0.09
H  -1.14452  2.62426  1.43215  0.22
H  2.94677  -2.65097  0.33406  0.26
C  -0.86619  2.94238  0.43156  -0.63
H  -2.04035  -2.42723  0.10605  0.20
H  -1.79873  -2.74520  -1.62226  0.21
C  1.86262  0.54342  0.14411  0.42
C  4.27134  0.45423  -0.13309  0.02
H  3.13200  2.24752  -0.18311  0.22
C  4.21597  -0.93220  0.00894  -0.07
H  5.44460  2.21680  -0.44791  0.22
C  3.01050  -1.58078  0.21972  -0.17
O  0.66354  1.15304  0.20595  -0.52
H  -4.43167  -2.53648  -0.81580  0.22
C  3.08634  1.17615  -0.06525  -0.31
C  -4.34449  -0.99127  0.74845  -0.44
C  0.58274  2.57049  0.16243  -0.06
C  -3.27992  0.12306  0.79037  -0.09
O  0.51163  -3.08613  0.58611  -0.94
C  5.57865  1.14293  -0.35712  -0.64
O  -2.78100  0.27021  -0.53567  -0.54
H  -2.94309  -0.73323  -2.27317  0.20
H  -0.99618  4.01737  0.34487  0.21
H  -2.45766  -0.13622  1.46665  0.21
S  0.29434  -1.67092  0.58723  2.31
H  -5.12496  -0.97214  -1.27956  0.21
O  -0.34617  -1.12035  1.75238  -0.95
H  6.25577  0.93757  0.47053  0.23
H  1.23920  3.00804  0.92522  0.18
H  -3.69184  1.09231  1.08020  0.19
H  -1.51624  2.43753  -0.27796  0.23
C  -1.84536  -1.95880  -0.86390  -0.26
H  0.89829  2.92827  -0.82736  0.17
H  -0.70315  -0.27960  -0.80033  0.42
C  -4.33076  -1.45889  -0.71310  -0.42
C  1.85005  -0.84367  0.28855  -0.40

Cartesian forces (eV/Å) of the 3 atoms listed first:
0.241 -0.206 -0.006
0.784 0.050 0.493
-0.003 -0.053 0.029



No. 4
Computed, not measured: 2 unconnected molecules or ions with the total composition C14H20N2O at a distorted geometry, with the ωB97M-V functional and the def2-TZVPD basis.

E: -19868.10878 eV
E_LUMO: 0.0204 Eh
M: 232.33 g/mol
Relative energy (zero: lowest compared OMol25 entry of this formula, charge and spin): 71.2 kcal per mole
SMILES: C=C1N(C)CCCN1C.O=Cc1ccccc1
HOMO-LUMO gap: 7.515 eV

Each line ends with the natural charge from an NBO analysis.
Positions of all 37 atoms, in Å:
H  0.66848  2.63246  -1.43058  0.21
C  1.17827  0.02688  -1.09968  0.43
C  -4.32959  1.50999  2.26102  -0.22
H  3.92704  0.98434  -0.32351  0.17
C  0.85223  -2.38601  -1.27242  -0.40
H  -2.28627  2.18114  2.00479  0.23
C  1.63737  2.42664  -0.96510  -0.40
H  -2.87426  -2.08654  1.89277  0.21
C  -5.18905  0.39869  2.30657  -0.20
H  -6.26602  0.55189  2.44050  0.22
N  1.67832  -1.21354  -1.40643  -0.44
H  -5.33013  -1.76052  2.28088  0.22
H  -0.66374  -1.05635  1.19961  0.13
H  0.60538  -2.62475  -0.22457  0.18
C  -3.28541  -1.07883  1.96752  -0.17
C  3.47745  0.93105  -1.33285  -0.19
O  -0.11076  0.64114  2.19580  -0.56
H  1.56745  2.63770  0.11091  0.20
H  -0.47511  1.19458  -0.43163  0.22
H  3.85712  1.78960  -1.89911  0.20
H  4.93888  -0.53477  -1.82105  0.22
H  3.71358  -0.28159  -3.07457  0.21
C  -0.94877  -0.08772  1.65079  0.43
H  -4.72328  2.52336  2.33533  0.22
H  3.46131  -1.77279  -0.43245  0.17
H  1.41315  -3.23098  -1.69193  0.20
H  -0.85195  -0.62971  -0.74748  0.21
C  -2.42653  0.04014  1.84794  -0.17
C  3.08648  -1.50873  -1.44218  -0.19
C  -4.65632  -0.89791  2.22432  -0.22
C  -0.12788  0.18149  -0.58687  -0.70
H  3.20611  -2.39342  -2.07959  0.20
N  2.04790  1.08072  -1.25737  -0.44
C  3.87911  -0.35646  -1.99894  -0.42
H  -0.08002  -2.25829  -1.83761  0.21
H  2.39139  3.10040  -1.38509  0.20
C  -2.96194  1.32669  2.02223  -0.16

Cartesian forces (eV/Å) of the 3 atoms listed first:
0.147 0.073 0.077
-1.842 0.171 1.380
0.174 -0.436 -0.491